Computed, not measured: C19H22BMnN3O6S as an isolated structure, with ωB97M-V/def2-TZVPD.

Geometry as XYZ:
```
53
C19H22BMnN3O6S | the OMol25 dataset | ωB97M-V/def2-TZVPD
Mn 0.88 0.63 -0.11
S 3.33 0.63 -0.45
O -4.72 1.03 -4.02
O -0.81 0.60 -1.16
O 0.04 -2.30 0.39
O 1.85 -2.15 -1.02
O -6.70 0.66 -3.25
O -1.06 0.48 1.01
N 1.14 2.82 -0.10
N 1.53 1.01 2.02
N -5.50 0.79 -3.12
C -0.21 -4.77 0.26
C 0.39 -3.58 -0.05
C 0.34 -5.90 -0.34
C -3.05 0.48 -0.33
C 2.84 0.42 2.29
C 3.88 0.87 1.26
C 1.44 -5.82 -1.20
C 2.50 3.32 -0.40
C -1.58 0.51 -0.13
C -3.56 0.65 -1.61
C -5.27 0.24 0.57
C 1.47 -3.49 -0.90
C 0.65 3.20 1.25
C 1.42 2.45 2.33
C 2.03 -4.59 -1.50
C -4.93 0.61 -1.76
C -5.80 0.41 -0.70
C -3.89 0.28 0.75
C 3.35 2.31 -1.15
B 0.95 -1.47 -0.23
H 2.98 3.59 0.54
H 0.80 0.49 2.50
H -3.46 0.15 1.74
H 2.45 4.24 -0.98
H 4.38 2.65 -1.23
H -6.86 0.38 -0.88
H 3.21 0.67 3.29
H 0.73 4.28 1.42
H 2.42 2.85 2.43
H 4.80 0.30 1.39
H 2.98 2.16 -2.17
H -5.93 0.08 1.41
H 0.93 2.61 3.30
H 0.49 3.18 -0.79
H 2.88 -4.51 -2.16
H -2.92 0.79 -2.47
H 1.84 -6.72 -1.64
H 4.15 1.92 1.38
H -0.09 -6.87 -0.13
H -1.06 -4.83 0.92
H -0.41 2.93 1.30
H 2.74 -0.66 2.25
```

Values from the calculation:
total energy	-79642.5086	eV
LUMO level (alpha / beta)	-3.64 / -2.95	eV
multiplicity	5
⟨S²⟩	6.203
energy above the lowest of the compared OMol25 structures with the same formula, charge and spin	0.0	kJ/mol
frontier orbital gap (alpha / beta)	7.704 / 8.424	eV
charge	+1